(1)
Entry from OMol25: a molecular structure, C35H33FN2P2PbS2Si (wB97M-V/def2-TZVPD).

Last column: Mulliken charge in e.
Element x y z (Å)
Pb (-1.124, 1.840, -0.315)  0.62
S (-2.974, 0.581, 1.060)  -0.65
P (-1.346, -0.622, 1.306)  1.80
C (0.017, 0.073, 0.456)  -0.93
P (1.213, 0.961, 1.371)  0.96
S (0.499, 2.688, 2.062)  -0.49
C (1.968, -0.075, 2.655)  0.70
C (2.523, -1.299, 2.283)  -0.65
C (3.135, -2.100, 3.229)  -0.67
C (3.198, -1.685, 4.553)  -0.52
C (2.645, -0.471, 4.926)  -0.69
C (2.030, 0.336, 3.978)  -0.41
C (2.595, 1.235, 0.226)  0.45
C (2.740, 0.449, -0.912)  0.42
C (3.861, 0.593, -1.719)  -0.85
C (4.833, 1.524, -1.393)  -0.57
C (4.684, 2.321, -0.263)  -0.73
C (3.570, 2.177, 0.545)  -0.74
C (-1.728, -2.244, 0.605)  0.05
C (-2.931, -2.868, 0.933)  -0.60
C (-3.238, -4.104, 0.395)  -0.74
C (-2.346, -4.723, -0.475)  -0.48
C (-1.152, -4.103, -0.803)  -0.76
C (-0.841, -2.861, -0.265)  0.21
C (-1.142, -0.923, 3.080)  0.62
C (-1.492, 0.072, 3.990)  -0.52
C (-1.334, -0.149, 5.348)  -0.82
C (-0.817, -1.353, 5.801)  -0.53
C (-0.455, -2.340, 4.896)  -0.73
C (-0.620, -2.130, 3.538)  -0.41
H (2.484, -1.617, 1.247)  0.30
H (3.570, -3.046, 2.934)  0.43
H (3.679, -2.311, 5.294)  0.41
H (2.689, -0.146, 5.957)  0.45
H (1.595, 1.286, 4.262)  0.40
H (1.974, -0.275, -1.157)  0.34
H (3.962, -0.013, -2.609)  0.42
H (5.706, 1.640, -2.023)  0.41
H (5.439, 3.054, -0.012)  0.41
H (3.446, 2.804, 1.420)  0.38
H (-3.632, -2.380, 1.601)  0.42
H (-4.174, -4.583, 0.645)  0.41
H (-2.590, -5.686, -0.901)  0.40
H (-0.461, -4.580, -1.486)  0.43
H (0.075, -2.350, -0.532)  0.32
H (-1.890, 1.011, 3.630)  0.34
H (-1.616, 0.623, 6.052)  0.43
H (-0.695, -1.525, 6.863)  0.41
H (-0.046, -3.279, 5.248)  0.44
H (-0.344, -2.907, 2.836)  0.44
C (-2.847, -0.904, -2.883)  -0.58
Si (-2.762, 0.948, -3.155)  -0.23
C (-4.183, 1.789, -2.278)  -0.95
C (-2.936, 1.308, -4.989)  -1.12
N (-1.288, 1.642, -2.489)  0.28
C (-0.090, 1.838, -3.169)  0.17
C (0.291, 1.136, -4.321)  -0.25
C (1.466, 1.422, -4.998)  -0.98
C (2.328, 2.413, -4.550)  -0.51
C (2.003, 3.113, -3.397)  -0.58
C (0.832, 2.800, -2.752)  0.89
F (0.533, 3.488, -1.603)  -0.42
H (-3.712, -1.317, -3.408)  0.50
H (-2.947, -1.166, -1.825)  0.00
H (-1.954, -1.403, -3.266)  0.29
H (-5.126, 1.415, -2.683)  0.39
H (-4.149, 2.869, -2.431)  0.27
H (-4.215, 1.610, -1.204)  0.23
H (-3.992, 1.164, -5.234)  0.38
H (-2.365, 0.635, -5.625)  0.35
H (-2.672, 2.332, -5.251)  0.36
H (-0.344, 0.343, -4.685)  0.39
H (1.708, 0.854, -5.887)  0.40
H (3.245, 2.632, -5.079)  0.42
H (2.639, 3.880, -2.979)  0.50
N (-2.551, 4.840, -0.068)  -0.60
C (-2.059, 3.804, -0.152)  0.04

Summary:
Energy above the lowest of the compared OMol25 structures with the same formula, charge and spin, eV: 0.0000
HOMO level, hartree: -0.290
Total energy, eV: -95903.073
Maximum force, eV Å⁻¹: 0.5



(2)
Entry from OMol25: a molecular structure, C35H33N11O2STm at a distorted geometry (wB97M-V/def2-TZVPD).

Last column: Löwdin spin population.
Element x y z (Å)
Tm (0.412, 0.129, -0.454)  2.02
O (4.050, -0.636, 1.500)  0.00
C (3.145, 0.113, 1.149)  0.00
O (2.633, 0.219, -0.090)  0.00
C (2.348, 0.923, 2.155)  0.00
C (2.892, 0.906, 3.475)  0.00
C (2.113, 1.433, 4.455)  0.00
C (0.881, 2.100, 4.124)  0.00
C (0.109, 2.835, 5.044)  0.00
C (-0.868, 3.669, 4.622)  0.00
C (-1.208, 3.649, 3.246)  0.00
C (-0.682, 2.793, 2.344)  0.00
C (0.446, 2.061, 2.695)  0.00
N (1.208, 1.459, 1.762)  0.00
H (3.893, 0.507, 3.521)  0.00
H (2.423, 1.409, 5.492)  0.00
H (0.429, 2.806, 6.053)  0.00
H (-1.445, 4.322, 5.301)  0.00
H (-2.025, 4.317, 2.796)  0.00
H (-0.975, 2.760, 1.268)  0.00
N (-2.702, -0.630, 3.068)  0.00
C (-1.520, -0.839, 2.516)  0.00
N (-1.391, -0.080, 1.476)  0.00
C (-2.576, 0.590, 1.370)  0.00
N (-3.410, 0.237, 2.323)  0.00
C (-2.857, 1.535, 0.318)  0.00
C (-4.043, 2.182, 0.237)  0.00
N (-4.415, 2.890, -0.844)  0.00
C (-3.547, 2.854, -1.814)  0.00
C (-2.282, 2.253, -1.767)  0.00
N (-1.929, 1.523, -0.723)  0.00
H (-3.148, -1.131, 3.747)  0.00
H (-0.745, -1.547, 2.823)  0.00
H (-4.740, 2.069, 1.059)  0.00
H (-3.897, 3.399, -2.696)  0.00
H (-1.686, 2.117, -2.670)  0.00
C (-2.987, -4.496, 1.342)  0.00
C (-1.719, -4.808, 0.836)  0.00
C (-0.918, -3.945, 0.024)  0.00
C (-1.536, -2.757, -0.338)  0.00
C (-2.859, -2.509, 0.057)  0.00
C (-3.595, -3.338, 0.842)  0.00
N (-0.956, -1.773, -1.203)  0.00
N (-1.247, -1.966, -2.400)  0.00
C (-0.670, -1.077, -3.276)  0.00
C (-0.842, -1.397, -4.627)  0.00
C (-0.255, -0.674, -5.666)  0.00
C (0.551, 0.351, -5.257)  0.00
C (0.660, 0.724, -3.914)  0.00
C (0.134, -0.038, -2.835)  0.00
H (-3.427, -5.239, 1.911)  0.00
H (-1.368, -5.785, 1.054)  0.00
H (0.098, -4.112, -0.268)  0.00
H (-3.428, -1.722, -0.409)  0.00
H (-4.620, -3.016, 0.982)  0.00
H (-1.513, -2.281, -4.796)  0.00
H (-0.189, -0.979, -6.696)  0.00
H (1.024, 1.064, -5.971)  0.00
H (1.313, 1.559, -3.644)  0.00
C (1.801, -2.885, -3.301)  0.00
S (2.143, -2.500, -1.589)  0.00
C (3.895, -2.015, -1.677)  0.00
H (2.391, -3.706, -3.663)  0.00
H (2.102, -1.996, -3.815)  0.00
H (0.780, -3.102, -3.544)  0.00
H (3.981, -1.308, -2.434)  0.00
H (4.489, -2.915, -1.890)  0.00
H (4.138, -1.505, -0.726)  0.00
N (2.090, 2.829, -1.121)  0.00
C (2.480, 4.018, -1.595)  0.00
C (1.329, 4.751, -1.891)  0.00
C (0.306, 3.824, -1.555)  0.00
N (0.760, 2.720, -1.053)  0.00
H (2.584, 2.014, -0.749)  0.00
H (3.544, 4.287, -1.683)  0.00
H (1.181, 5.750, -2.236)  0.00
H (-0.720, 4.040, -1.727)  0.00
C (2.721, -3.560, 2.110)  0.00
C (1.779, -2.597, 1.598)  0.00
N (1.065, -1.805, 1.199)  0.00
H (3.138, -3.091, 2.944)  0.00
H (3.440, -3.883, 1.384)  0.00
H (2.042, -4.347, 2.384)  0.00

Summary:
Total charge: +1
Multiplicity: 3
Energy above the lowest of the compared OMol25 structures with the same formula, charge and spin, eV: 1.5104
HOMO level (spin up / spin down), hartree: -0.393 / -0.393
Total energy, eV: -97677.983
Expectation value of S²: 2.002
Maximum force, eV Å⁻¹: 3.5



(3)
Entry from OMol25: a molecular structure, C35H33N5O2PtSTe at a distorted geometry (wB97M-V/def2-TZVPD).

Last column: Löwdin spin population.
Element x y z (Å)
Pt (2.025, -0.163, -0.876)  0.91
C (-1.637, 0.174, 3.448)  0.01
C (-0.840, -0.919, 3.481)  0.00
C (0.324, -0.970, 2.704)  0.03
C (0.733, 0.230, 2.019)  0.03
C (-0.100, 1.295, 1.977)  0.02
C (-1.283, 1.284, 2.661)  0.00
N (1.946, 0.235, 1.287)  0.44
C (3.155, 0.285, 1.908)  0.10
C (3.392, 0.559, 3.260)  0.05
C (4.651, 0.610, 3.738)  0.07
C (5.765, 0.376, 2.893)  0.11
C (5.598, 0.189, 1.558)  0.03
C (4.280, 0.170, 1.008)  0.14
N (4.005, -0.032, -0.259)  0.28
N (5.092, -0.384, -1.131)  0.33
C (4.655, -0.652, -2.321)  0.01
C (5.639, -0.989, -3.378)  0.18
C (5.225, -0.976, -4.686)  0.00
C (3.870, -0.828, -5.040)  0.21
C (2.952, -0.680, -3.936)  0.01
N (3.328, -0.520, -2.719)  0.23
H (-2.533, 0.257, 4.062)  0.00
H (-0.913, -1.729, 4.162)  0.00
H (1.017, -1.829, 2.836)  0.00
H (0.146, 2.233, 1.457)  0.00
H (-1.873, 2.170, 2.738)  0.00
H (2.577, 0.533, 3.957)  0.00
H (4.753, 0.825, 4.787)  0.00
H (6.757, 0.400, 3.401)  0.00
H (6.463, -0.086, 0.991)  0.00
H (6.602, -1.258, -2.988)  0.01
H (5.830, -1.013, -5.582)  0.00
H (3.372, -0.872, -5.996)  0.01
H (1.878, -0.676, -4.112)  0.00
C (3.005, 3.177, 0.485)  0.01
Te (2.534, 2.614, -1.466)  0.16
C (0.551, 3.294, -1.429)  0.01
H (3.066, 4.295, 0.511)  0.00
H (3.983, 2.791, 0.561)  0.00
H (2.314, 2.852, 1.252)  0.00
H (-0.033, 2.486, -1.073)  0.00
H (0.244, 3.550, -2.463)  0.00
H (0.427, 4.175, -0.811)  0.00
C (-6.229, -0.374, 2.675)  0.00
C (-5.070, -1.166, 2.076)  -0.01
C (-4.775, -2.535, 2.522)  0.04
C (-3.671, -3.190, 2.023)  0.00
C (-2.889, -2.594, 1.062)  0.04
C (-3.167, -1.288, 0.600)  0.04
N (-2.353, -0.683, -0.314)  0.33
C (-2.665, -0.427, -1.618)  0.06
C (-3.953, -0.748, -2.026)  0.10
C (-4.420, -0.444, -3.300)  -0.02
C (-3.446, 0.049, -4.265)  0.19
C (-2.123, 0.209, -3.944)  0.00
C (-1.719, 0.011, -2.645)  0.13
C (-0.351, 0.343, -2.385)  0.02
O (0.422, 0.810, -3.237)  0.03
O (0.086, -0.002, -1.173)  0.01
C (-4.210, -0.543, 1.106)  0.03
C (-4.517, 0.888, 0.826)  0.00
H (-6.917, -0.896, 3.329)  0.00
H (-6.856, 0.008, 1.876)  0.00
H (-5.820, 0.504, 3.185)  0.00
H (-5.364, -3.049, 3.248)  0.00
H (-3.337, -4.141, 2.438)  0.00
H (-2.040, -3.195, 0.648)  0.00
H (-1.349, -0.784, -0.096)  0.01
H (-4.685, -1.139, -1.268)  0.00
H (-5.308, -0.926, -3.646)  0.00
H (-3.776, 0.265, -5.277)  0.01
H (-1.423, 0.512, -4.694)  0.00
H (-3.778, 1.278, 0.117)  0.00
H (-4.424, 1.441, 1.720)  0.00
H (-5.467, 0.935, 0.402)  0.00
S (0.865, -3.348, -1.686)  0.21
C (1.785, -2.262, -1.155)  0.38

Summary:
Total charge: +1
Multiplicity: 6
Energy above the lowest of the compared OMol25 structures with the same formula, charge and spin, eV: 1.9450
HOMO level (spin up / spin down), hartree: -0.299 / -0.372
Total energy, eV: -69738.431
Expectation value of S²: 8.883
Maximum force, eV Å⁻¹: 4.5